The following is a quantum chemistry calculation of a 2-piece molecular cluster, C2H3Br overall at a distorted geometry, from OMol25.

Last column: Löwdin charge in e.
Geometry (Å):
1 C -0.549 -0.249 -0.691  -0.16
2 C 0.129 -0.053 0.430  -0.73
3 Br 0.246 -0.592 2.227  0.60
4 H -0.359 0.523 -1.534  0.08
5 H -1.479 -0.925 -0.877  0.09
6 H 2.012 1.294 0.446  0.13

Calculated values
* LUMO energy (spin up / spin down): -0.44 / -0.66 eV
* net charge: 0
* E_HOMO (spin up / spin down): -9.0 / -9.9 eV
* multiplicity: 1
* strongest force on any atom: 2.24 eV/A
* orbital gap (spin up / spin down): 0.316 / 0.340 hartree

---

The following is a quantum chemistry calculation of C2H3Br2I as an isolated structure at a distorted geometry, from OMol25.

Last column: Löwdin charge in e.
Geometry (Å):
1 C -0.767 0.228 -0.249  -0.36
2 C 0.542 -0.227 0.046  -1.49
3 Br 0.856 -2.055 -0.373  0.63
4 Br 1.878 0.966 -0.839  0.57
5 I 0.946 -0.087 2.532  0.44
6 H -1.040 0.013 -1.218  0.06
7 H -1.607 -0.140 0.292  0.08
8 H -0.807 1.302 -0.190  0.07

Calculated values
* LUMO energy: -1.43 eV
* net charge: 0
* E_HOMO: -9.6 eV
* multiplicity: 1
* strongest force on any atom: 3.85 eV/A
* orbital gap: 0.299 hartree

---

The following is a quantum chemistry calculation of the molecule C2H3Br2NO at a distorted geometry, from OMol25.

Last column: Löwdin charge in e.
Geometry (Å):
1 C -0.630 -0.116 -0.024  -0.37
2 C 0.274 -0.279 -1.115  -0.60
3 N -2.094 0.087 -0.495  -0.43
4 O -2.516 -0.868 -1.098  -0.14
5 Br -2.180 1.853 -1.646  0.42
6 Br -0.036 -1.742 -2.206  0.81
7 H -0.283 0.789 0.587  0.14
8 H -0.904 -0.898 0.626  0.10
9 H 0.546 0.698 -1.691  0.07

Calculated values
* LUMO energy (spin up / spin down): -1.37 / -1.48 eV
* net charge: 0
* E_HOMO (spin up / spin down): -9.4 / -9.1 eV
* multiplicity: 1
* strongest force on any atom: 3.35 eV/A
* orbital gap (spin up / spin down): 0.295 / 0.281 hartree

---

The following is a quantum chemistry calculation of a 2-piece molecular cluster, C2H3Br2NO3 overall at a distorted geometry, from OMol25.

Last column: Löwdin charge in e.
Geometry (Å):
1 O 0.211 -1.716 0.728  0.00
2 N 0.988 -1.345 -0.160  -0.45
3 O 1.218 -2.146 -1.352  -0.02
4 C 1.664 -0.326 -0.035  -0.59
5 Br 2.960 0.180 -1.320  0.77
6 H 0.441 -2.882 -1.202  0.21
7 H 1.734 0.035 0.932  0.09
8 O -0.499 -0.486 -1.916  -0.02
9 C -0.536 0.334 -1.063  -0.79
10 Br -0.083 2.143 -1.382  0.71
11 H -1.087 0.276 -0.128  0.08

Calculated values
* SMILES: [O-]/[N+](O)=C/Br.O=CBr
* LUMO energy: 0.13 eV
* net charge: 0
* E_HOMO: -9.6 eV
* multiplicity: 1
* strongest force on any atom: 5.18 eV/A
* orbital gap: 0.358 hartree

---

The following is a quantum chemistry calculation of the molecule C2H3Br2O2P at a distorted geometry, from OMol25.

Last column: Löwdin charge in e.
Geometry (Å):
1 C -0.041 -0.949 -0.615  -0.11
2 C -0.990 -0.332 0.317  -0.75
3 O 1.751 0.520 0.831  -0.53
4 O -0.706 0.904 0.772  -0.41
5 P 0.903 1.643 1.064  0.49
6 Br -2.220 -1.399 1.218  0.89
7 Br 0.731 2.575 -1.097  0.14
8 H 0.220 -0.167 -1.357  0.05
9 H -0.596 -1.775 -1.134  0.10
10 H 0.947 -1.020 0.001  0.13

Calculated values
* LUMO energy (spin up / spin down): -1.78 / -1.78 eV
* net charge: 0
* E_HOMO (spin up / spin down): -9.2 / -9.2 eV
* multiplicity: 1
* strongest force on any atom: 6.34 eV/A
* orbital gap (spin up / spin down): 0.273 / 0.273 hartree

---

The following is a quantum chemistry calculation of a 2-piece molecular cluster, C2H3BrCl3N overall at a distorted geometry, from OMol25.

Last column: Löwdin charge in e.
Geometry (Å):
1 C -0.935 -0.350 -0.274  -0.70
2 C 0.954 0.877 -0.378  -1.61
3 N -1.055 -0.993 0.942  -0.01
4 Cl -0.534 -1.463 -1.515  0.64
5 Cl 0.822 2.518 0.390  0.41
6 Cl 1.509 1.217 -2.033  0.44
7 Br 2.234 -0.218 0.536  0.58
8 H -1.676 0.360 -0.669  0.09
9 H -1.112 -0.414 1.720  0.06
10 H -0.206 -1.534 1.282  0.09

Calculated values
* LUMO energy: 0.03 eV
* net charge: 0
* E_HOMO: -9.0 eV
* multiplicity: 1
* strongest force on any atom: 2.71 eV/A
* orbital gap: 0.330 hartree

---

The following is a quantum chemistry calculation of a 2-piece molecular cluster, C2H3BrClF overall at a distorted geometry, from OMol25.

Last column: Löwdin charge in e.
Geometry (Å):
1 C 0.123 1.471 -0.144  -0.05
2 C -0.324 -1.301 -0.038  -1.15
3 F -0.860 2.046 0.583  -0.05
4 Cl -1.120 -1.808 1.360  0.55
5 Br 1.494 -1.737 -0.123  0.59
6 H 0.355 1.630 -1.162  0.04
7 H 1.142 1.421 0.422  0.08
8 H -0.810 -1.722 -0.899  -0.03

Calculated values
* LUMO energy (spin up / spin down): -0.68 / 0.21 eV
* net charge: 0
* E_HOMO (spin up / spin down): -8.9 / -8.8 eV
* multiplicity: 1
* strongest force on any atom: 4.19 eV/A
* orbital gap (spin up / spin down): 0.303 / 0.332 hartree

---

The following is a quantum chemistry calculation of a 2-piece molecular cluster, C2H3BrClNO2 overall at a distorted geometry, from OMol25.

Last column: Löwdin charge in e.
Geometry (Å):
1 C -0.132 0.839 0.349  -0.12
2 C -0.003 -0.664 0.415  -0.61
3 N -0.634 -1.636 -0.421  -0.46
4 O -0.469 -2.802 -0.182  0.05
5 O -1.258 -1.203 -1.357  0.08
6 Cl 1.031 -1.214 1.618  0.80
7 Br 1.977 3.038 -1.469  0.10
8 H 0.324 1.391 1.149  0.05
9 H -1.272 1.017 0.450  0.13
10 H 0.436 1.235 -0.552  -0.01

Calculated values
* LUMO energy (spin up / spin down): -1.93 / -4.03 eV
* net charge: 0
* E_HOMO (spin up / spin down): -11.2 / -9.4 eV
* multiplicity: 1
* strongest force on any atom: 2.33 eV/A
* orbital gap (spin up / spin down): 0.340 / 0.197 hartree

---

The following is a quantum chemistry calculation of a 2-piece molecular cluster, C2H3BrClNO3 overall at a distorted geometry, from OMol25.

Last column: Löwdin charge in e.
Geometry (Å):
1 C 0.953 0.785 -0.503  -0.42
2 C -0.455 0.382 -0.717  -1.07
3 N -1.045 -1.747 0.772  -0.27
4 O -1.024 -2.826 0.268  0.11
5 O -1.041 -1.259 1.842  0.02
6 O 1.543 0.134 0.577  -0.02
7 Cl -1.161 0.214 -2.296  0.61
8 Br -1.614 1.174 0.569  0.76
9 H 1.529 0.610 -1.423  0.12
10 H 1.049 1.911 -0.372  0.14
11 H 1.265 0.622 1.283  0.02

Calculated values
* LUMO energy (spin up / spin down): -0.94 / -1.08 eV
* net charge: 0
* E_HOMO (spin up / spin down): -9.9 / -8.8 eV
* multiplicity: 1
* strongest force on any atom: 4.02 eV/A
* orbital gap (spin up / spin down): 0.328 / 0.285 hartree

---

The following is a quantum chemistry calculation of the molecule C2H3BrClP at a distorted geometry, from OMol25.

Last column: Löwdin charge in e.
Geometry (Å):
1 H 0.392 2.346 1.267  -0.21
2 P -0.601 1.545 1.106  0.87
3 C 0.181 0.480 0.061  -1.14
4 Br 2.082 0.455 -0.202  0.63
5 C -0.370 -0.762 -0.543  -0.70
6 Cl -0.547 -2.218 0.620  0.45
7 H 0.215 -1.174 -1.444  0.08
8 H -1.351 -0.671 -0.866  0.02

Calculated values
* SMILES: [H]/P=C(\Br)CCl
* LUMO energy: -0.94 eV
* net charge: 0
* E_HOMO: -9.5 eV
* multiplicity: 1
* strongest force on any atom: 4.19 eV/A
* orbital gap: 0.315 hartree

---

The following is a quantum chemistry calculation of the molecule C2H3BrF2O2 at a distorted geometry, from OMol25.

Last column: Löwdin charge in e.
Geometry (Å):
1 O -0.287 1.494 0.899  0.04
2 C 0.185 0.724 -0.112  -0.43
3 F -0.462 0.967 -1.317  0.02
4 C 0.039 -0.791 0.121  -0.90
5 O 0.545 -1.507 -0.837  0.07
6 F -1.278 -1.145 0.274  0.02
7 Br 0.846 -1.091 1.914  0.77
8 H -0.583 2.392 0.878  0.12
9 H 1.153 0.909 -0.481  0.14
10 H -0.158 -1.953 -1.339  0.16

Calculated values
* SMILES: O[C@H](F)[C@](O)(F)Br
* LUMO energy: 0.64 eV
* net charge: 0
* E_HOMO: -10.5 eV
* multiplicity: 1
* strongest force on any atom: 3.37 eV/A
* orbital gap: 0.410 hartree

---

The following is a quantum chemistry calculation of C2H3BrFI as an isolated structure at a distorted geometry, from OMol25.

Last column: Löwdin charge in e.
Geometry (Å):
1 C 0.646 -0.151 -0.605  -0.40
2 C -0.479 0.182 0.433  -1.23
3 F -0.013 -0.267 -1.808  -0.12
4 Br -1.064 2.003 0.485  0.56
5 I -2.166 -1.168 0.505  0.72
6 H 1.208 -1.145 -0.407  0.12
7 H 1.527 0.637 -0.844  0.15
8 H 0.341 -0.091 2.242  0.19

Calculated values
* LUMO energy (spin up / spin down): -1.07 / -0.92 eV
* net charge: 0
* E_HOMO (spin up / spin down): -9.5 / -9.2 eV
* multiplicity: 1
* strongest force on any atom: 3.22 eV/A
* orbital gap (spin up / spin down): 0.311 / 0.303 hartree

---

The following is a quantum chemistry calculation of a 2-piece molecular cluster, C2H3BrN2 overall at a distorted geometry, from OMol25.

Last column: Löwdin charge in e.
Geometry (Å):
1 C 1.393 -0.087 -0.782  -0.63
2 C 0.158 0.026 0.041  -0.32
3 N 1.971 -2.223 -0.020  0.01
4 N 2.558 -3.135 0.195  0.11
5 Br 2.927 0.702 0.017  0.55
6 H 0.307 -0.214 1.150  0.08
7 H -0.533 -0.712 -0.438  0.06
8 H -0.193 1.106 -0.304  0.13

Calculated values
* LUMO energy: -0.27 eV
* net charge: 0
* E_HOMO: -8.6 eV
* multiplicity: 1
* strongest force on any atom: 3.12 eV/A
* orbital gap: 0.306 hartree

---

The following is a quantum chemistry calculation of a 2-piece molecular cluster, C2H3BrN2O2 overall at a distorted geometry, from OMol25.

Last column: Löwdin charge in e.
Geometry (Å):
1 C -0.535 1.189 -0.823  0.04
2 C 1.319 1.534 0.695  -0.48
3 N -1.259 1.706 -1.736  0.05
4 N -1.124 2.859 -2.348  -0.50
5 O -1.453 3.821 -1.677  0.07
6 O -0.834 2.874 -3.518  0.09
7 Br 0.273 1.496 2.273  0.61
8 H -0.843 0.083 -0.600  0.10
9 H 1.562 2.572 0.549  -0.02
10 H 2.152 0.787 0.527  0.04

Calculated values
* LUMO energy (spin up / spin down): -1.37 / -1.49 eV
* net charge: 0
* E_HOMO (spin up / spin down): -9.5 / -9.5 eV
* multiplicity: 1
* strongest force on any atom: 4.87 eV/A
* orbital gap (spin up / spin down): 0.299 / 0.293 hartree

---

The following is a quantum chemistry calculation of a 2-piece molecular cluster, C2H3BrO2 overall at a distorted geometry, from OMol25.

Last column: Löwdin charge in e.
Geometry (Å):
1 C -0.912 0.233 0.066  -0.90
2 C 1.205 -0.448 0.013  0.11
3 O -0.960 1.306 -0.789  -0.01
4 O -1.073 1.414 0.718  0.01
5 Br -2.244 -1.137 0.053  0.72
6 H 1.178 -0.809 -1.054  0.05
7 H 1.427 -1.140 0.823  0.03
8 H 1.379 0.581 0.171  -0.01

Calculated values
* LUMO energy: 0.00 eV
* net charge: 0
* E_HOMO: -9.5 eV
* multiplicity: 1
* strongest force on any atom: 4.50 eV/A
* orbital gap: 0.351 hartree

---

The following is a quantum chemistry calculation of a 2-piece molecular cluster, C2H3BrO2 overall at a distorted geometry, from OMol25.

Last column: Löwdin charge in e.
Geometry (Å):
1 C -0.993 0.570 -0.163  -0.42
2 C -0.108 -0.503 -0.074  -0.18
3 O 2.433 -0.385 0.033  0.07
4 O 0.778 -1.201 0.096  0.12
5 Br -3.202 0.257 -0.177  0.22
6 H -0.949 1.183 0.744  0.07
7 H -0.903 0.793 -1.234  0.07
8 H 2.945 -0.713 0.775  0.05

Calculated values
* LUMO energy (spin up / spin down): 0.20 / -2.76 eV
* net charge: 0
* E_HOMO (spin up / spin down): -7.1 / -9.4 eV
* multiplicity: 3
* strongest force on any atom: 6.75 eV/A
* orbital gap (spin up / spin down): 0.268 / 0.245 hartree

---

The following is a quantum chemistry calculation of a 2-piece molecular cluster, C2H3BrO2P overall at a distorted geometry, from OMol25.

Last column: Löwdin charge in e.
Geometry (Å):
1 C 1.663 0.301 -0.025  -0.07
2 C 0.418 0.291 0.363  -0.41
3 O -1.856 -2.692 0.914  -0.61
4 O -1.294 -0.446 -1.788  -0.52
5 P -1.100 -0.446 -0.326  0.45
6 Br -2.509 1.363 0.369  0.07
7 H 2.524 0.774 0.393  0.04
8 H 1.869 -0.157 -0.985  0.05
9 H 0.285 1.012 1.086  0.00

Calculated values
* LUMO energy (spin up / spin down): 2.71 / 2.72 eV
* net charge: -1
* E_HOMO (spin up / spin down): -4.7 / -4.7 eV
* multiplicity: 1
* strongest force on any atom: 3.20 eV/A
* orbital gap (spin up / spin down): 0.271 / 0.271 hartree

---

The following is a quantum chemistry calculation of a 2-piece molecular cluster, C2H3BrS overall at a distorted geometry, from OMol25.

Last column: Löwdin charge in e.
Geometry (Å):
1 C 0.025 -0.143 1.432  -0.58
2 C 0.046 0.455 -1.074  -0.60
3 S 1.371 -0.912 1.708  0.63
4 Br -1.516 -0.135 -1.841  0.62
5 H -1.018 -0.290 1.771  0.00
6 H 0.298 1.431 -1.205  -0.05
7 H 0.794 -0.406 -0.791  -0.01

Calculated values
* LUMO energy (spin up / spin down): -0.46 / -0.78 eV
* net charge: 0
* E_HOMO (spin up / spin down): -8.1 / -8.0 eV
* multiplicity: 1
* strongest force on any atom: 5.52 eV/A
* orbital gap (spin up / spin down): 0.281 / 0.265 hartree

---

The following is a quantum chemistry calculation of C2H3CdO2 as an isolated structure at a distorted geometry, from OMol25.

Last column: Löwdin charge in e.
Geometry (Å):
1 O 1.409 2.304 0.754  -0.41
2 Cd 1.451 0.345 0.266  1.36
3 O 2.333 2.087 -0.177  -0.43
4 C -1.349 -0.637 -0.239  -0.19
5 C -0.073 -1.020 -0.019  -0.38
6 H -2.208 -1.310 -0.105  0.04
7 H -1.590 0.317 -0.727  0.03
8 H 0.027 -2.086 0.246  -0.02

Calculated values
* LUMO energy (spin up / spin down): -0.25 / -1.11 eV
* net charge: 0
* E_HOMO (spin up / spin down): -9.2 / -8.7 eV
* multiplicity: 2
* strongest force on any atom: 3.45 eV/A
* orbital gap (spin up / spin down): 0.330 / 0.280 hartree

---

The following is a quantum chemistry calculation of C2H3CeFO as an isolated structure at a distorted geometry, from OMol25.

Last column: Löwdin charge in e.
Geometry (Å):
1 H 2.103 -0.157 1.746  0.16
2 O -1.133 1.080 -0.792  -0.26
3 C 0.089 0.647 -0.637  -0.21
4 C 0.390 -0.454 0.094  -0.08
5 H 0.915 1.205 -1.095  0.17
6 H 1.218 -1.148 -0.014  0.12
7 F -0.760 -1.073 0.659  -0.15
8 Ce -2.821 -0.101 0.038  2.24

Calculated values
* LUMO energy (spin up / spin down): -11.54 / -10.79 eV
* net charge: +2
* E_HOMO (spin up / spin down): -16.4 / -18.0 eV
* multiplicity: 3
* strongest force on any atom: 4.41 eV/A
* orbital gap (spin up / spin down): 0.177 / 0.266 hartree